(a)
ORCA calculation (ωB97M-V with the def2-TZVPD basis set) on the molecule C5H10FNO.

Cartesian coordinates (Å):
C1 0.81668 0.88567 1.00706
C2 0.60753 -0.01991 -0.15673
C3 1.50613 0.33508 -1.35565
C4 -1.07419 -1.36439 0.17410
C5 -2.31825 -1.91713 0.05808
H1 -0.94543 1.65352 -0.04273
H2 -0.22308 2.96947 1.03065
H3 1.82801 1.21036 0.93229
H4 0.39650 0.28594 1.87508
H5 1.01852 -0.85845 0.27523
H6 1.16175 1.36281 -1.78165
H7 2.61813 0.57774 -1.05186
H8 -0.39082 -1.89366 0.98283
H9 -3.11544 -1.31859 -0.43053
H10 -2.63586 -2.72791 0.64093
N1 -0.05013 2.06546 0.50313
O1 -0.65364 -0.35508 -0.61312
F1 1.45358 -0.89092 -2.04711

**Structure (SMILES)**: C=CO[C@H](CN)CF
**HOMO-LUMO gap**: 9.9158 eV

=====

(b)
ORCA calculation (ωB97M-V with the def2-TZVPD basis set) on the molecule C5H10FNO.

Cartesian coordinates (Å):
C1 1.99367 0.09540 0.82503
C2 1.83258 -0.63553 -0.53190
C3 -0.43518 -1.14541 -0.22334
C4 -1.66399 -0.65503 -0.02954
C5 -2.13424 0.70514 -0.23563
H1 1.49057 1.07100 0.75488
H2 1.63564 -0.50939 1.66886
H3 3.00995 0.26948 1.07257
H4 1.97965 -1.68491 -0.43604
H5 2.48946 -0.23234 -1.30734
H6 -0.16346 -2.10602 0.13861
H7 -3.01331 0.85211 0.37221
H8 -2.49583 0.77244 -1.28147
H9 -0.72055 1.78071 0.79234
H10 -0.46957 1.60289 -0.82160
N1 -1.19929 1.76032 -0.11196
O1 0.48263 -0.42905 -0.96459
F1 -2.61873 -1.51181 0.31891

**Structure (SMILES)**: CCO/C=C(/F)CN
**HOMO-LUMO gap**: 9.4808 eV

=====

Most stable to least stable, the ends of the list are (b) and (a).

=====

(a)
ORCA calculation (ωB97M-V with the def2-TZVPD basis set) on the molecule C3H8OS.

Cartesian coordinates (Å):
C1 0.46585 -0.90102 -1.64851
C2 -0.65026 -0.14887 0.86733
C3 1.57322 0.62371 1.87165
H1 0.38116 -0.42712 -2.65322
H2 1.43270 -0.41505 -1.01284
H3 0.41431 -2.10402 -1.54833
H4 -0.56769 -1.33355 1.03171
H5 -1.69340 0.21164 1.22310
H6 1.99127 1.79945 2.07718
H7 2.50594 -0.21900 2.10926
H8 0.92294 0.58867 3.02753
O1 0.54447 0.61270 0.80123
S1 -1.12974 -0.02784 -1.07544

**Structure (SMILES)**: COCSC
**HOMO-LUMO gap**: 9.4166 eV

=====

(b)
ORCA calculation (ωB97M-V with the def2-TZVPD basis set) on a cluster of 2 separate species, C3H8OS in total.

Cartesian coordinates (Å):
C1 0.83878 -1.19536 0.43199
C2 -0.99263 0.50789 0.05154
C3 0.39641 0.19604 0.25357
O1 -1.08056 -0.22402 -2.12068
S1 0.65803 1.18690 1.95507
H1 1.03637 -1.49517 -0.67804
H2 1.87906 -1.17830 0.77856
H3 0.27490 -1.89006 0.97513
H4 -1.39499 1.48878 -0.32848
H5 -1.77352 -0.15404 0.32680
H6 1.12072 0.55473 -0.57321
H7 -2.06982 0.00147 -2.37555
H8 1.10727 2.20113 1.30331

**HOMO-LUMO gap (spin up / spin down)**: 8.5480 / 8.3316 eV

=====

Most stable to least stable, the ends of the list are (b) and (a).

=====

(a)
ORCA calculation (ωB97M-V with the def2-TZVPD basis set) on a cluster of 2 separate species, C3H8OS in total.

Cartesian coordinates (Å):
C1 2.66848 -0.84808 -0.46042
C2 -0.56764 -0.25680 1.30267
C3 -1.19463 0.32342 -1.27733
O1 0.43322 1.88374 0.28761
S1 0.25484 0.52694 -0.14760
H1 2.15126 -1.38667 0.35054
H2 3.08721 0.21794 -0.22883
H3 0.09901 -1.01584 1.74429
H4 -0.91188 0.56034 1.97277
H5 -1.45790 -0.74076 0.82685
H6 -1.04612 0.51180 -2.27925
H7 -1.50549 -0.80265 -1.14707
H8 -2.01036 1.02662 -0.94423

**HOMO-LUMO gap (spin up / spin down)**: 8.3826 / 8.4236 eV

=====

(b)
ORCA calculation (ωB97M-V with the def2-TZVPD basis set) on the molecule C3H8OS.

Cartesian coordinates (Å):
C1 0.21743 1.70795 -0.51943
O1 0.08208 2.96076 0.27850
C2 -0.17644 0.54708 0.26432
C3 -0.06736 -0.73344 -0.63153
S1 0.06156 -2.28685 0.25739
H1 1.21188 1.56359 -0.99890
H2 -0.43554 1.86262 -1.35795
H3 0.03593 2.48180 1.11595
H4 -1.30288 0.45400 0.55351
H5 0.40131 0.25701 1.13223
H6 -1.03617 -0.71901 -1.13216
H7 0.53479 -0.46306 -1.51828
H8 -1.03557 -2.11805 1.08199

**Structure (SMILES)**: OCCCS
**HOMO-LUMO gap**: 10.0904 eV

=====

(c)
ORCA calculation (ωB97M-V with the def2-TZVPD basis set) on the molecule C3H8OS.

Cartesian coordinates (Å):
C1 -1.25960 0.36367 0.25412
O1 -2.07787 0.25357 1.40300
C2 0.13709 -0.22115 0.48479
C3 0.71841 -0.39170 -0.93655
S1 2.52376 -0.73928 -0.81286
H1 -1.78689 -0.28157 -0.46957
H2 -1.06973 1.38645 -0.10461
H3 -2.49395 1.06967 1.69045
H4 0.64851 0.50344 1.13234
H5 0.23915 -1.13797 1.08130
H6 0.55812 0.51733 -1.50900
H7 0.18656 -1.26244 -1.30085
H8 3.67644 -0.06003 -0.91257

**Structure (SMILES)**: OCCCS
**HOMO-LUMO gap**: 9.5536 eV

=====

Most stable to least stable, the ends of the list are (b) and (a).

=====

(a)
ORCA calculation (ωB97M-V with the def2-TZVPD basis set) on a cluster of 2 separate species, C3H8OS in total.

Cartesian coordinates (Å):
C1 -1.17208 -0.53668 0.74448
C2 -0.16758 -0.03236 -0.26113
C3 0.76428 1.02728 -0.06542
H1 -1.92705 0.19615 0.83151
H2 -1.69736 -1.63513 0.77841
H3 -0.82342 -0.57361 1.92572
H4 -0.77986 0.26932 -1.09434
H5 0.63890 -2.68675 0.51188
H6 -0.05356 1.70880 0.47223
H7 1.84625 0.87718 0.50616
H8 1.38872 1.04413 -1.97263
O1 0.92565 1.61657 -1.40149
S1 1.05710 -1.27492 -0.97536

**HOMO-LUMO gap**: 7.7633 eV

=====

(b)
ORCA calculation (ωB97M-V with the def2-TZVPD basis set) on a cluster of 2 separate species, C3H8OS in total.

Cartesian coordinates (Å):
C1 -0.46961 2.04950 1.63082
S1 0.96563 1.14051 2.40666
H1 -1.59605 1.85723 1.98673
H2 -0.31689 3.08176 1.66681
H3 -0.60247 1.55728 0.64235
H4 0.90948 1.69160 3.59139
C2 0.34067 -0.86216 -0.99167
C3 0.11178 -1.67091 -2.10424
O1 0.09012 -3.06498 -1.92975
H5 0.38459 0.22098 -0.93614
H6 0.08982 -1.18313 0.01011
H7 0.08318 -1.30841 -3.19534
H8 0.00975 -3.50926 -2.77773

**Structure (SMILES)**: C=CO.CS
**HOMO-LUMO gap**: 9.7904 eV

=====

Most stable to least stable, the ends of the list are (b) and (a).

=====

(a)
ORCA calculation (ωB97M-V with the def2-TZVPD basis set) on a cluster of 4 separate species, CH9N3O2 in total.

Cartesian coordinates (Å):
N1 0.47325 0.06556 -0.07717
C1 0.68343 0.43379 -1.35606
N2 0.03495 1.33854 -2.01366
N3 2.28958 -1.72865 -0.05737
H1 1.66618 0.13210 -1.72959
H2 0.91876 -0.85644 0.22813
H3 2.54551 -2.70063 -0.24117
H4 -0.72840 1.61954 -1.39286
H5 2.67457 -1.47990 0.86043
H6 -2.93629 1.39131 0.09455
H7 -0.49629 0.04503 0.27041
O1 -2.08440 1.03186 -0.14393
H8 -1.62686 0.65279 1.09496
H9 -2.10636 -0.02020 2.49502
O2 -1.30763 0.07529 1.96830

**HOMO-LUMO gap**: 3.8750 eV

=====

(b)
ORCA calculation (ωB97M-V with the def2-TZVPD basis set) on a cluster of 3 separate species, CH9N3O2 in total.

Cartesian coordinates (Å):
N1 -1.50083 -0.54031 0.19002
C1 -0.57972 -0.94297 -0.87754
N2 -1.34797 -1.24948 -1.96370
N3 0.67524 -0.55242 -1.17311
H1 -2.21109 0.20401 -0.07701
H2 -1.73674 -1.09264 1.08706
H3 -2.37518 -1.20304 -1.90644
H4 -0.86172 -1.84505 -2.75780
H5 1.46916 -0.33438 -0.44468
H6 1.06276 2.99560 0.62175
H7 0.82812 1.56665 0.00514
O1 1.58442 2.24162 0.27418
H8 2.20417 0.23648 1.84902
H9 0.96939 0.00202 2.58308
O2 1.81999 0.51392 2.59003

**Structure (SMILES)**: N=C(N)N.O.O
**HOMO-LUMO gap**: 9.7255 eV

=====

Most stable to least stable, the ends of the list are (b) and (a).

=====

(a)
ORCA calculation (ωB97M-V with the def2-TZVPD basis set) on the molecule CH4N2O.

Cartesian coordinates (Å):
C1 0.21727 -0.78987 -0.40760
N1 -0.64387 1.21411 -0.08323
N2 0.01290 0.37411 0.46905
O1 0.64552 0.36085 1.52959
H1 0.21302 -0.47537 -1.47320
H2 1.19780 -1.28852 -0.21252
H3 -0.66562 -1.52270 -0.21673
H4 -0.97702 2.12738 0.39465

**Structure (SMILES)**: [H]/N=[N+](/C)[O-]
**HOMO-LUMO gap**: 11.2611 eV

=====

(b)
ORCA calculation (ωB97M-V with the def2-TZVPD basis set) on the molecule CH4N2O.

Cartesian coordinates (Å):
C1 -0.46135 -0.01567 0.61235
N1 0.02084 -0.92312 -0.33296
N2 0.78906 -0.37362 -1.20184
O1 -0.33456 1.41202 0.46445
H1 -1.44916 -0.28934 0.83237
H2 -0.05121 -0.25120 1.56794
H3 0.31945 1.50887 -0.16455
H4 1.16693 -1.06793 -1.77776

**Structure (SMILES)**: [H]/N=N/CO
**HOMO-LUMO gap**: 10.4807 eV

=====

(c)
ORCA calculation (ωB97M-V with the def2-TZVPD basis set) on a cluster of 2 separate species, CH4N2O in total.

Cartesian coordinates (Å):
C1 -0.33673 -0.11027 0.59990
N1 -2.85727 0.05238 -0.31886
N2 1.81026 0.40736 -0.15792
O1 0.48138 0.73122 0.22749
H1 -0.23149 -1.14248 0.50705
H2 -3.13681 -0.71080 0.33015
H3 2.39146 1.14567 -0.47266
H4 1.87920 -0.37307 -0.71517

**HOMO-LUMO gap (spin up / spin down)**: 7.9373 / 8.1181 eV

=====

(d)
ORCA calculation (ωB97M-V with the def2-TZVPD basis set) on a cluster of 2 separate species, CH4N2O in total.

Cartesian coordinates (Å):
C1 -0.66835 0.12404 0.42273
N1 -2.58444 -0.50918 -0.32950
N2 1.44939 -0.72860 -0.22517
O1 0.01494 -0.93113 0.03705
H1 -0.50877 1.18625 0.50222
H2 -2.18134 -1.43730 -0.12710
H3 1.84168 -1.34789 0.42103
H4 1.52328 -1.03354 -1.16005

**HOMO-LUMO gap (spin up / spin down)**: 10.3897 / 7.8575 eV

=====

Most stable to least stable, the ends of the list are (b) and (c).